Entry 1:
ORCA calculation (the ωB97M-V functional and the def2-TZVPD basis) on a molecular structure, C28H20IrN6O6S4Se in a non-equilibrium geometry.

Geometry (Å):
Ir1 -0.52 0.10 0.28
O1 0.22 2.96 3.21
C1 -0.02 2.11 2.42
O2 -0.30 2.00 1.21
C2 0.07 0.39 3.14
O3 0.04 0.38 4.32
O4 0.15 -0.40 2.19
C3 -0.62 -5.95 4.94
C4 -1.05 -5.06 3.80
C5 -1.30 -5.59 2.54
C6 -1.67 -4.77 1.49
C7 -1.80 -3.41 1.71
C8 -1.58 -2.86 2.97
C9 -1.20 -3.69 4.01
S1 -2.18 -2.34 0.37
O5 -2.76 -1.10 0.88
O6 -2.90 -3.09 -0.62
N1 -0.76 -1.82 -0.22
C10 -0.02 -2.37 -1.28
C11 -0.18 -3.67 -1.79
C12 0.65 -4.07 -2.81
C13 1.60 -3.20 -3.32
C14 1.66 -1.93 -2.77
N2 0.88 -1.53 -1.78
H1 -0.29 -6.93 4.58
H2 -1.45 -6.11 5.63
H3 0.19 -5.49 5.50
H4 -1.19 -6.65 2.37
H5 -1.88 -5.17 0.50
H6 -1.71 -1.80 3.12
H7 -1.01 -3.27 4.99
H8 -0.96 -4.31 -1.40
H9 0.55 -5.07 -3.22
H10 2.27 -3.50 -4.12
H11 2.37 -1.19 -3.14
S2 6.99 2.77 2.40
C15 5.88 1.69 1.84
S3 4.42 2.26 1.09
C16 3.89 0.60 0.85
N3 4.73 -0.26 1.30
N4 5.85 0.31 1.84
C17 6.84 -0.61 2.33
C18 6.53 -1.97 2.28
C19 7.45 -2.91 2.73
C20 8.68 -2.50 3.23
C21 8.98 -1.15 3.28
C22 8.07 -0.20 2.83
S4 2.46 0.24 -0.03
H12 5.58 -2.28 1.89
H13 7.19 -3.96 2.69
H14 9.39 -3.23 3.58
H15 9.93 -0.82 3.67
H16 8.33 0.84 2.87
Se1 -2.51 -0.45 -2.33
N5 -1.34 0.66 -1.44
C23 -1.57 1.89 -1.89
C24 -0.86 3.06 -1.49
C25 -1.24 4.26 -1.99
C26 -2.33 4.38 -2.92
C27 -2.99 3.29 -3.37
C28 -2.62 2.00 -2.87
N6 -3.20 0.88 -3.22
H17 -0.04 2.97 -0.79
H18 -0.71 5.14 -1.67
H19 -2.62 5.35 -3.27
H20 -3.80 3.36 -4.08

The energy relative to the best compared isomer or geometry (same formula, charge and spin) is 1.131 eV. As for the spin multiplicity: 2. As for the gap between HOMO and LUMO (spin up / spin down): 4.84 / 4.85 eV. The electronic energy is -5957.36970 hartree. The charge is 0.



Entry 2:
ORCA calculation (the ωB97M-V functional and the def2-TZVPD basis) on a molecular structure, C28H20N3O3RuS.

Geometry (Å):
Ru1 0.11 -0.95 0.17
C1 -2.67 -2.50 -2.82
O1 -3.90 -2.25 -2.11
C2 -4.01 -1.65 -0.95
C3 -5.34 -1.48 -0.50
C4 -5.57 -0.86 0.69
C5 -4.50 -0.38 1.48
C6 -3.19 -0.53 1.10
C7 -2.17 0.00 2.00
N1 -0.90 -0.06 1.79
N2 -0.08 0.48 2.75
C8 1.18 0.28 2.44
O2 1.56 -0.35 1.37
C9 2.23 0.76 3.35
C10 3.57 0.62 2.99
C11 4.56 1.08 3.84
C12 4.23 1.68 5.04
C13 2.89 1.82 5.40
C14 1.89 1.37 4.56
C15 -2.90 -1.18 -0.15
O3 -1.72 -1.37 -0.60
H1 -2.99 -2.95 -3.75
H2 -2.03 -3.18 -2.26
H3 -2.14 -1.56 -3.01
H4 -6.14 -1.85 -1.12
H5 -6.59 -0.72 1.04
H6 -4.72 0.11 2.42
H7 -2.51 0.47 2.92
H8 3.82 0.15 2.05
H9 5.60 0.97 3.56
H10 5.01 2.04 5.70
H11 2.63 2.29 6.34
H12 0.85 1.47 4.83
S1 1.62 1.16 -3.72
C16 0.72 2.42 -2.92
C17 0.50 3.73 -3.31
C18 -0.24 4.54 -2.48
C19 -0.76 4.06 -1.27
C20 -0.55 2.76 -0.88
C21 0.20 1.93 -1.71
N3 0.51 0.60 -1.48
C22 1.24 0.08 -2.42
C23 1.67 -1.31 -2.32
C24 2.44 -1.95 -3.28
C25 2.81 -3.27 -3.11
C26 2.41 -3.96 -1.96
C27 1.65 -3.32 -0.99
C28 1.26 -1.99 -1.15
H13 0.91 4.11 -4.24
H14 -0.43 5.57 -2.77
H15 -1.33 4.73 -0.64
H16 -0.93 2.38 0.06
H17 2.75 -1.42 -4.17
H18 3.41 -3.77 -3.85
H19 2.71 -4.99 -1.83
H20 1.36 -3.87 -0.11

The energy relative to the best compared isomer or geometry (same formula, charge and spin) is 0.000 eV. As for the spin multiplicity: 5. As for the gap between HOMO and LUMO (spin up / spin down): 7.69 / 5.28 eV. The electronic energy is -1961.78021 hartree. The charge is +1.